Below is a cluster of 9 separate species, C47H67BrF11I2NO30Si in total at a distorted geometry, with properties calculated with ωB97M-V with the def2-TZVPD basis set.

Positions of all 160 atoms, in Å:
C (3.472944, -4.428863, 2.997593)
C (3.358887, -3.513607, 4.224132)
C (2.863643, -2.095705, 3.865085)
C (1.312046, -2.056790, 3.732368)
O (0.987660, -1.428485, 2.494694)
C (-0.162441, -0.683007, 2.486058)
N (-0.138203, 0.447533, 3.337058)
I (-1.817524, -2.023244, 3.274697)
O (-0.587680, -0.430069, 1.188317)
C (-0.060416, 0.623695, 0.455933)
Br (-0.820327, 2.404904, 0.911378)
C (-0.560282, 0.394451, -1.005048)
C (-2.092044, 0.160128, -1.081984)
C (-2.537233, -1.296450, -0.879562)
C (-3.923390, -1.447889, -1.573164)
C (-4.712775, -2.628810, -1.033587)
O (-4.128214, -3.840225, -1.560371)
C (-4.361523, -4.912938, -0.808123)
C (-3.448404, -6.093938, -1.051056)
O (-5.228209, -4.998950, -0.014410)
O (0.108117, -0.682313, -1.632790)
C (0.109720, -0.567922, -3.062017)
C (-0.416638, -1.910757, -3.611773)
C (-0.035730, -2.218232, -5.081365)
C (0.645729, -3.597506, -5.164698)
I (-0.917514, -5.113766, -5.050596)
C (1.559662, -0.250144, -3.482714)
C (2.519305, -1.409286, -3.229283)
O (3.538947, -1.028508, -2.319708)
Si (4.194705, -2.373739, -1.528514)
C (2.809405, -3.093144, -0.455801)
C (5.492276, -1.655369, -0.339175)
C (4.956120, -3.610126, -2.738722)
C (1.469845, 0.824840, 0.420009)
F (1.976585, 1.328170, 1.525934)
F (1.746384, 1.728119, -0.529266)
F (2.156307, -0.238810, 0.142226)
H (4.276074, -4.133049, 2.323112)
H (3.745436, -5.417537, 3.381520)
H (2.524178, -4.558768, 2.477760)
H (2.637277, -3.990465, 4.883060)
H (4.338150, -3.462953, 4.701952)
H (3.261174, -1.875850, 2.869735)
H (3.244168, -1.329523, 4.540444)
H (0.995321, -3.097067, 3.772703)
H (0.951270, -1.523630, 4.611151)
H (-1.037306, 0.909223, 3.213592)
H (-0.126744, 0.181861, 4.314873)
H (-0.359745, 1.280842, -1.611833)
H (-2.677807, 0.785348, -0.413135)
H (-2.384884, 0.447958, -2.088861)
H (-1.895852, -2.037865, -1.342539)
H (-2.730747, -1.500126, 0.175257)
H (-3.689149, -1.700021, -2.617261)
H (-4.489906, -0.516988, -1.602006)
H (-5.743825, -2.580230, -1.385064)
H (-4.651139, -2.610894, 0.052394)
H (-3.980534, -7.001297, -0.783902)
H (-3.144283, -6.154332, -2.096231)
H (-2.581711, -6.035899, -0.393603)
H (-0.544610, 0.223992, -3.441801)
H (-1.499011, -1.897300, -3.484234)
H (-0.046694, -2.705229, -2.959532)
H (-0.967272, -2.313666, -5.639290)
H (0.532539, -1.427879, -5.571778)
H (1.207123, -3.766184, -6.078271)
H (1.261382, -3.803101, -4.297461)
H (1.883248, 0.555802, -2.819415)
H (1.621894, 0.152771, -4.493868)
H (2.010503, -2.325635, -2.914144)
H (3.012155, -1.646393, -4.186288)
H (2.722159, -4.175449, -0.512200)
H (1.870380, -2.639970, -0.792393)
H (2.958609, -2.743474, 0.562382)
H (6.507587, -1.963815, -0.588980)
H (5.244741, -1.985193, 0.671116)
H (5.410947, -0.565730, -0.351833)
H (4.554482, -4.622924, -2.663182)
H (6.042350, -3.595415, -2.630268)
H (4.741616, -3.265629, -3.758144)
O (0.729557, 2.843860, 7.738615)
C (0.112318, 3.172815, 6.780240)
O (0.322628, 4.313901, 6.081874)
C (-0.520357, 4.272143, 4.924396)
C (-1.602417, 3.318544, 5.360840)
F (-2.079873, 2.597967, 4.319430)
O (-0.909694, 2.447544, 6.238103)
H (0.047993, 3.889090, 4.074289)
H (-0.901397, 5.260768, 4.680018)
H (-2.433268, 3.786986, 5.891099)
O (0.870510, -5.049001, 7.626524)
C (2.017252, -5.212897, 7.866882)
O (2.492498, -5.895787, 8.941832)
C (3.911668, -5.985450, 8.801266)
C (4.212978, -4.818038, 7.896938)
F (5.275733, -5.072145, 7.094069)
O (3.044976, -4.731922, 7.101022)
H (4.173365, -6.939612, 8.341050)
H (4.405483, -5.910464, 9.767286)
H (4.369951, -3.871213, 8.417084)
O (-3.380613, 2.508467, -2.154191)
C (-3.363263, 3.652110, -1.837411)
O (-3.017564, 4.675070, -2.654366)
C (-3.249191, 5.895222, -1.937698)
C (-3.185222, 5.429845, -0.507210)
F (-4.004901, 6.152964, 0.292759)
O (-3.679704, 4.101747, -0.589539)
H (-4.229032, 6.291156, -2.198277)
H (-2.493542, 6.638359, -2.174585)
H (-2.179831, 5.419011, -0.080730)
O (3.240549, -6.432757, -0.844145)
C (3.636325, -7.167685, -1.682634)
O (4.203161, -6.767171, -2.856171)
C (4.671165, -7.943527, -3.523613)
C (3.807984, -9.018610, -2.915785)
F (4.465782, -10.200583, -2.837971)
O (3.581557, -8.529742, -1.607536)
H (5.729750, -8.089493, -3.303628)
H (4.542214, -7.858137, -4.600090)
H (2.851018, -9.169320, -3.418902)
O (-3.907429, 8.754529, -2.281037)
C (-4.296358, 8.770759, -3.402289)
O (-3.500070, 8.652438, -4.491452)
C (-4.353527, 8.575384, -5.641631)
C (-5.609273, 9.242040, -5.142623)
F (-6.719309, 8.717673, -5.715991)
O (-5.604860, 8.914869, -3.763433)
H (-4.513986, 7.531276, -5.907117)
H (-3.911993, 9.090219, -6.491716)
H (-5.623930, 10.327626, -5.258058)
O (-5.828411, 6.203908, -7.341004)
C (-6.424535, 6.483230, -8.325713)
O (-6.214494, 7.609629, -9.057871)
C (-7.025720, 7.515485, -10.232205)
C (-8.101320, 6.554787, -9.793987)
F (-8.543485, 5.797837, -10.825751)
O (-7.417319, 5.724992, -8.871975)
H (-6.430318, 7.118152, -11.055547)
H (-7.418074, 8.489105, -10.516068)
H (-8.953037, 7.023970, -9.298183)
O (1.647277, -0.619891, 12.853669)
C (1.116891, -0.336659, 11.833423)
O (1.752503, -0.229617, 10.637117)
C (0.751978, -0.010900, 9.636857)
C (-0.378444, 0.567744, 10.443505)
F (-1.585901, 0.224572, 9.930647)
O (-0.216490, -0.064527, 11.701677)
H (0.486137, -0.963915, 9.175286)
H (1.106898, 0.669380, 8.866966)
H (-0.334133, 1.650680, 10.570182)
O (2.096783, 6.650566, -3.039579)
C (2.787164, 6.043164, -2.293860)
O (4.073778, 5.684317, -2.551180)
C (4.602315, 5.091870, -1.360911)
C (3.351730, 4.635564, -0.656766)
F (3.491440, 4.692727, 0.690796)
O (2.396614, 5.601867, -1.060997)
H (5.145809, 5.845369, -0.788405)
H (5.276668, 4.272162, -1.597157)
H (3.008532, 3.642011, -0.944093)

Cartesian forces, eV/Å:
0.2 -0.4 0.8
-0.3 0.3 -0.7
-0.2 -0.5 -0.7
2.2 0.0 0.6
-0.8 0.5 -0.1
-0.1 -1.0 1.1
-0.4 0.3 -0.5
-0.5 -0.2 -0.3
0.9 0.5 0.4
-0.3 -0.2 -1.6
0.0 -0.1 0.2
-1.1 0.1 -0.3
0.5 -1.0 0.0
-1.7 0.6 -0.1
1.0 -0.8 -0.7
-0.2 0.9 -0.6
0.7 0.6 0.3
1.3 -1.4 -1.1
0.0 0.1 -0.5
-1.9 0.4 1.8
-0.1 0.2 0.2
0.8 -0.7 -0.6
0.1 0.6 0.0
-0.6 -0.8 0.4
-0.5 0.3 0.0
0.5 0.1 -0.1
-0.5 0.2 0.8
0.6 0.4 -1.1
0.2 -0.8 0.2
0.1 0.3 1.1
0.0 0.4 -0.8
-0.5 -0.1 -0.5
-0.4 0.5 -0.3
-0.1 0.6 0.4
0.1 0.4 1.3
0.0 0.6 -0.9
0.3 -1.5 -0.3
-0.2 0.2 -0.2
0.0 -0.1 -0.2
0.1 0.2 -0.2
0.2 0.1 0.4
-0.1 0.0 0.2
0.1 0.2 0.1
-0.1 0.0 0.1
-0.6 0.1 -0.3
-0.5 0.0 -0.2
0.2 0.2 0.1
0.3 -0.2 -0.1
0.2 0.3 0.5
0.2 0.2 0.0
0.0 0.1 -0.1
0.4 0.0 0.4
0.6 -0.2 0.0
-0.3 0.3 -0.1
-0.1 -0.1 0.4
-0.1 -0.1 0.3
-0.3 -0.3 0.1
-0.1 0.0 0.0
0.2 0.1 0.1
0.1 0.2 -0.1
0.0 0.1 0.4
0.0 -0.1 -0.1
0.0 0.0 0.0
0.1 0.3 -0.2
0.3 -0.1 0.2
-0.1 -0.1 -0.1
0.2 0.0 0.0
0.0 0.1 -0.1
0.0 -0.2 -0.1
-0.1 0.2 0.2
-0.1 -0.2 0.1
0.0 0.0 0.2
-0.1 -0.2 0.1
0.0 -0.2 0.2
0.0 0.1 0.1
0.2 0.0 0.0
0.1 0.0 0.0
0.2 0.3 0.2
0.0 -0.2 0.0
0.1 0.0 0.0
0.0 -0.1 0.0
0.3 0.0 0.1
-0.3 -0.3 0.1
0.1 0.4 -0.2
0.1 -0.3 -0.3
-0.2 0.0 0.0
0.0 0.4 0.2
-0.1 -0.2 0.0
0.1 0.1 0.2
-0.1 -0.1 -0.1
0.1 0.0 0.0
-0.4 -0.1 0.0
0.1 0.2 -0.3
0.1 -0.2 0.4
0.1 -0.2 -0.4
0.0 0.1 0.0
-0.1 0.0 0.7
0.1 0.1 -0.2
-0.2 0.0 0.1
0.1 0.0 -0.1
-0.2 0.3 -0.1
-0.1 -0.3 -0.2
-0.1 -0.1 0.4
0.3 0.2 -0.3
-0.5 0.1 0.1
0.1 -0.1 0.1
0.5 0.1 -0.2
-0.1 -0.1 0.2
0.1 -0.2 -0.1
0.0 0.0 0.1
0.1 -0.1 0.0
0.0 0.2 0.2
-0.2 -0.6 0.2
0.1 0.3 -0.5
0.3 -0.3 0.2
-0.1 0.0 0.0
-0.2 0.3 -0.4
-0.1 -0.2 0.1
-0.1 0.2 0.1
0.0 -0.1 0.0
-0.1 0.0 -0.1
0.2 0.0 0.2
-0.4 0.1 0.2
0.3 -0.1 -0.4
-0.3 -0.4 0.0
-0.1 0.1 0.1
0.4 0.3 -0.1
-0.2 0.0 0.0
0.2 0.1 0.2
-0.1 0.0 0.0
0.0 0.0 -0.1
0.2 -0.1 0.2
-0.2 -0.3 0.0
0.1 0.4 -0.2
0.1 -0.4 -0.3
-0.1 0.0 0.1
0.0 0.5 0.2
-0.1 -0.2 0.0
0.1 0.1 0.2
-0.1 -0.1 -0.1
-0.1 0.0 -0.1
0.1 -0.2 0.2
-0.3 0.0 0.2
0.4 0.1 -0.5
-0.3 -0.3 0.0
0.0 0.1 0.1
0.4 0.3 -0.1
-0.2 0.0 0.1
0.2 0.1 0.2
-0.1 0.0 -0.1
0.0 0.0 0.1
-0.1 0.3 -0.2
-0.3 -0.1 0.3
0.4 -0.1 -0.2
0.0 0.2 0.4
-0.1 0.0 0.0
0.2 -0.3 -0.4
-0.1 0.0 0.1
-0.1 0.0 -0.2
0.0 0.0 0.2

As for the SMILES: CCCCO[C@](N)(I)O[C@](Br)([C@H](CCCCOC(C)=O)O[C@H](CCCI)CCO[Si](C)(C)C)C(F)(F)F.O=C1OC[C@@H](F)O1.O=C1OC[C@@H](F)O1.O=C1OC[C@@H](F)O1.O=C1OC[C@@H](F)O1.O=C1OC[C@@H](F)O1.O=C1OC[C@@H](F)O1.O=C1OC[C@@H](F)O1.O=C1OC[C@@H](F)O1. Its HOMO-LUMO gap is 9.25 eV. The charge is 0. For the total energy, the calculation gives -236756.782 eV. As for the multiplicity: 1. The value obtained for the HOMO energy is -8.96 eV.

Here are the Löwdin charges for atoms 1 to 2, given in e: C -0.0989; C -0.2546